Below is a molecular structure, C15H16Cr2F9MgN2O24P2S2 in a non-equilibrium geometry, with properties calculated with ωB97M-V/def2-TZVPD.

Summary:
Charge: -1
Max |F| in hartree/bohr: 0.2310
Multiplicity: 7
Energy above the lowest of the compared OMol25 structures with the same formula, charge and spin in eV: 6.4022
Expectation value of S²: 12.1517

Geometry (Å):
Cr1 0.974 -0.992 -0.917
Cr2 -0.033 -0.116 2.714
Mg1 2.993 -1.181 1.422
O1 1.763 -0.969 2.910
H1 2.160 -1.350 3.718
C1 -3.259 2.518 3.241
F1 -3.726 3.129 4.370
F2 -3.963 2.897 2.181
F3 -1.998 2.873 3.298
S1 -3.304 0.595 3.308
O2 -3.179 0.172 4.724
O3 -4.609 0.190 2.725
O4 -2.081 0.138 2.591
C2 -0.412 -4.438 3.913
F4 -0.604 -5.495 3.052
F5 -0.548 -4.919 5.156
F6 0.841 -4.049 3.859
S2 -1.649 -2.911 3.596
O5 -0.853 -2.095 2.644
O6 -2.919 -3.435 3.023
O7 -1.879 -2.211 4.879
P1 3.131 -2.677 -0.775
O8 4.087 -1.801 0.048
O9 2.033 -2.321 0.224
O10 3.489 -4.151 -1.092
O11 2.401 -1.838 -1.844
P2 0.915 1.137 0.480
O12 2.129 0.217 0.452
O13 0.285 -0.235 0.808
O14 0.192 0.745 -0.878
O15 0.277 1.474 1.843
C3 0.314 4.731 1.496
C4 -0.562 5.649 0.634
O16 -0.576 6.770 1.528
C5 -0.660 6.295 2.858
O17 -0.785 7.021 3.797
O18 -0.147 5.042 2.828
F7 -1.799 5.203 0.447
H2 1.365 5.017 1.518
H3 0.133 3.734 1.094
H4 -0.106 6.010 -0.288
C6 -3.521 0.970 -1.011
C7 -3.069 -0.432 -1.036
O19 -3.599 -0.783 -2.287
C8 -3.481 0.225 -3.116
O20 -3.520 0.205 -4.299
O21 -3.343 1.256 -2.396
F8 -3.694 -1.166 -0.151
H5 -2.984 1.663 -0.362
H6 -4.599 1.081 -0.901
H7 -1.986 -0.552 -1.055
C9 5.569 -0.137 -2.714
C10 4.314 0.850 -2.370
O22 3.798 1.126 -3.656
C11 4.821 1.056 -4.512
O23 4.701 1.591 -5.664
O24 5.908 0.516 -3.916
F9 4.805 1.977 -1.645
H8 5.335 -1.191 -2.859
H9 6.404 -0.037 -2.020
H10 3.671 0.373 -1.630
C12 -0.501 -4.994 -0.502
C13 -0.562 -3.585 -0.567
N1 -0.554 -2.440 -0.572
H11 0.482 -5.436 -0.664
H12 -1.144 -5.541 -1.192
H13 -0.874 -5.217 0.497
C14 -0.420 -0.992 -5.664
C15 -0.243 -1.032 -4.198
N2 -0.118 -1.130 -3.031
H14 0.273 -0.233 -6.029
H15 -1.278 -0.379 -5.941
H16 -0.419 -1.981 -6.121

---

Below is 2 unconnected molecules or ions with the total composition C8H8Cl3N in a non-equilibrium geometry, with properties calculated with ωB97M-V/def2-TZVPD.

Summary:
Max |F| in hartree/bohr: 0.1355
Multiplicity: 3
Calculated total energy in Eh: -1744.7950
Expectation value of S²: 2.0188

Geometry (Å):
C1 -2.062 -0.387 1.406
C2 -2.548 -0.093 0.088
C3 -0.849 0.025 1.748
C4 -1.714 0.691 -0.705
C5 -0.014 0.855 0.919
C6 2.694 -0.489 -0.369
C7 1.759 -1.364 -0.166
C8 1.209 1.274 1.314
N1 -0.503 1.144 -0.426
Cl1 0.639 -1.870 -1.382
Cl2 2.181 2.454 0.470
Cl3 1.779 0.971 2.935
H1 -2.640 -0.981 2.088
H2 -3.432 -0.554 -0.251
H3 -0.425 -0.085 2.705
H4 -2.031 0.871 -1.728
H5 3.277 -0.290 0.667
H6 -0.085 1.758 -1.131
H7 2.945 -0.029 -1.248
H8 1.482 -1.703 0.867

---

Below is 2 unconnected molecules or ions with the total composition CH2Cl2NO3P in a non-equilibrium geometry, with properties calculated with ωB97M-V/def2-TZVPD.

Summary:
Max |F| in hartree/bohr: 0.0722
Energy above the lowest of the compared OMol25 structures with the same formula, charge and spin in eV: 2.1666

Geometry (Å):
C1 0.996 0.673 0.759
N1 0.253 -1.882 -1.053
O1 0.844 -1.724 -2.037
O2 -0.597 -2.481 -0.531
O3 -0.918 0.522 -1.187
P1 -0.638 0.900 0.202
Cl1 -1.848 -0.065 1.484
Cl2 -1.102 2.834 0.545
H1 1.254 0.703 1.796
H2 1.755 0.522 0.022

---

Below is 10 unconnected molecules or ions with the total composition C22H35Cl2N9O12 in a non-equilibrium geometry, with properties calculated with ωB97M-V/def2-TZVPD.

Summary:
Charge: +1
Max |F| in hartree/bohr: 0.0903
Multiplicity: 2
Calculated total energy in Eh: -3174.3519
Expectation value of S²: 0.7697

Geometry (Å):
N1 -2.141 6.162 1.807
C1 -2.231 4.863 1.499
C2 -1.315 3.982 1.992
C3 -0.319 4.369 2.859
C4 -0.246 5.642 3.330
C5 -1.197 6.506 2.745
H1 -2.873 4.554 0.687
H2 -1.470 2.958 1.684
H3 0.116 3.540 3.396
H4 0.414 5.981 4.115
H5 -1.160 7.538 3.061
N2 -0.786 -1.869 -2.844
C6 -0.240 -2.992 -3.471
C7 -0.784 -3.666 -4.537
C8 -2.033 -3.273 -4.992
C9 -2.668 -2.240 -4.257
C10 -2.038 -1.597 -3.220
H6 0.739 -3.271 -3.111
H7 -0.260 -4.527 -4.924
H8 -2.470 -3.710 -5.878
H9 -3.702 -1.994 -4.450
H10 -2.521 -0.974 -2.481
N3 3.434 0.322 1.157
C11 3.898 0.381 -0.103
C12 3.914 1.619 -0.815
C13 3.133 2.656 -0.301
C14 2.654 2.613 0.958
C15 2.798 1.378 1.702
H11 4.538 -0.366 -0.548
H12 4.485 1.692 -1.729
H13 3.136 3.659 -0.699
H14 2.140 3.494 1.315
H15 2.424 1.304 2.712
C16 2.070 -2.194 3.283
N4 2.797 -3.560 3.133
O1 3.933 -3.674 3.676
O2 2.206 -4.497 2.617
H16 2.508 -1.613 2.472
H17 2.331 -1.957 4.315
H18 0.994 -2.349 3.201
C17 0.424 -0.436 -0.097
N5 -0.668 0.573 -0.564
O3 -0.350 1.305 -1.508
O4 -1.700 0.582 0.097
H19 0.653 -0.302 0.961
H20 1.352 -0.193 -0.614
H21 0.004 -1.437 -0.191
C18 -2.569 0.784 3.964
N6 -1.150 0.288 3.860
O5 -0.886 -0.750 4.459
O6 -0.345 0.984 3.271
H22 -2.813 1.553 3.231
H23 -2.694 1.114 4.995
H24 -3.227 -0.084 3.967
C19 -3.924 2.334 -1.737
N7 -3.086 3.385 -2.421
O7 -2.370 2.960 -3.344
O8 -2.820 4.367 -1.782
H25 -3.455 2.061 -0.791
H26 -3.929 1.556 -2.500
H27 -4.886 2.778 -1.480
C20 -2.799 -2.373 1.322
N8 -1.669 -3.356 1.200
O9 -1.654 -4.048 0.181
O10 -0.767 -3.228 1.988
H28 -2.798 -1.700 0.465
H29 -2.784 -1.678 2.161
H30 -3.747 -2.891 1.471
C21 2.141 -0.183 -3.452
N9 3.294 -1.091 -3.781
O11 4.462 -0.605 -3.775
O12 3.014 -2.247 -4.088
H31 1.555 -0.683 -2.681
H32 1.517 -0.205 -4.346
H33 2.578 0.740 -3.073
C22 2.483 -5.044 -0.833
Cl1 1.581 -5.733 -2.282
Cl2 2.229 -3.237 -0.770
H34 2.063 -5.433 0.094
H35 3.533 -5.316 -0.935

---

- The highest max |F| belongs to which entry?
  C15H16Cr2F9MgN2O24P2S2

---

- What is the formula in the second record?
  C8H8Cl3N

---

- Look up the max |F| of the fourth one.
  0.0903 hartree/bohr

---

- Which formula does entry 3 have?
  CH2Cl2NO3P